i.
A cluster of 2 separate species, C5H13N2O in total. Source: the Open Molecules 2025 dataset; level of theory: the ωB97M-V functional and the def2-TZVPD basis.

Geometry as XYZ:
```
21
C5H13N2O the ωB97M-V functional and the def2-TZVPD basis
C 0.93 0.02 0.83
C 0.40 -1.08 -0.10
C -1.08 -0.79 -0.53
C -1.60 -0.96 -1.74
C -2.80 -0.95 1.08
N -1.78 -0.34 0.63
N 0.53 1.36 0.05
H 0.28 0.04 1.69
H 1.96 0.12 1.17
H 0.44 -2.09 0.43
H 1.04 -1.26 -1.01
H -1.06 -1.20 -2.64
H -2.64 -0.98 -1.96
H -3.01 -2.00 0.81
H -3.32 -0.43 1.88
H 0.96 1.62 -0.85
H -0.45 1.31 -0.19
H 0.68 2.28 0.56
H 4.28 1.99 -0.20
H 2.98 1.24 0.18
O 3.25 2.12 -0.11
```

The value obtained for the HOMO-LUMO gap is 0.3722 Eh. Its total charge is +1.

These are the natural (NBO) partial charges, in e, on atoms 1 to 8: C -0.19; C -0.48; C 0.10; C -0.40; C 0.02; N -0.51; N -0.72; H 0.25

=====

ii.
The ion C5H13N2O with charge +1. Source: the Open Molecules 2025 dataset; level of theory: the ωB97M-V functional and the def2-TZVPD basis.

Geometry as XYZ:
```
21
C5H13N2O the ωB97M-V functional and the def2-TZVPD basis
C -0.89 -2.58 0.14
N -1.13 -1.18 -0.27
C -0.06 -0.66 -1.28
C 0.89 0.38 -0.61
C 0.24 1.65 0.06
N -0.57 1.47 1.20
C 1.64 2.28 0.52
O 1.76 2.56 1.63
H -1.53 -2.79 0.90
H 0.21 -2.50 0.69
H -0.92 -3.52 -0.55
H -2.06 -1.22 -0.63
H -1.24 -0.44 0.47
H 0.52 -1.56 -1.75
H -0.63 -0.37 -2.12
H 1.33 -0.41 0.12
H 1.62 0.87 -1.19
H -0.22 2.33 -0.65
H -0.30 1.09 2.10
H -1.01 2.39 1.47
H 2.34 2.23 -0.25
```

The value obtained for the HOMO-LUMO gap is 0.3526 Eh. Its total charge is +1. As for the structure (SMILES): C[NH2+]CC[C@@H](N)C=O.

These are the natural (NBO) partial charges, in e, on atoms 1 to 8: C -0.43; N -0.54; C -0.21; C -0.44; C -0.16; N -0.90; C 0.44; O -0.46

=====

Relative to the most stable one, in kcal/mol, the structures come out at i 0.0; ii 20.8.

=====

i.
The ion C5H13N2O with charge +1. Source: the Open Molecules 2025 dataset; level of theory: the ωB97M-V functional and the def2-TZVPD basis.

Geometry as XYZ:
```
21
C5H13N2O the ωB97M-V functional and the def2-TZVPD basis
N 2.10 -0.79 -0.46
C 1.87 0.55 0.08
C 0.91 0.59 1.26
C -0.54 0.04 1.07
C -1.20 0.33 -0.31
N -0.83 -0.74 -1.25
C -2.71 0.28 -0.23
O -3.31 -0.70 -0.56
H 2.73 -0.71 -1.17
H 2.50 -1.47 0.24
H 2.82 0.96 0.37
H 1.56 1.10 -0.80
H 0.78 1.65 1.51
H 1.34 0.04 2.10
H -0.48 -1.04 1.16
H -1.18 0.47 1.82
H -0.81 1.30 -0.69
H -1.12 -0.50 -2.17
H 0.21 -0.96 -1.14
H -1.38 -1.55 -0.98
H -3.25 1.15 0.15
```

The value obtained for the HOMO-LUMO gap is 0.3978 Eh. Its total charge is +1. As for the structure (SMILES): NCCC[C@@H]([NH3+])C=O.

These are the natural (NBO) partial charges, in e, on atoms 1 to 8: N -0.86; C -0.23; C -0.41; C -0.40; C -0.17; N -0.70; C 0.42; O -0.49

=====

ii.
A cluster of 2 separate species, C5H13N2O in total. Source: the Open Molecules 2025 dataset; level of theory: the ωB97M-V functional and the def2-TZVPD basis.

Geometry as XYZ:
```
21
C5H13N2O the ωB97M-V functional and the def2-TZVPD basis
C 0.56 1.53 0.94
C 2.00 1.10 1.18
C 0.14 0.92 -0.31
C 2.01 -0.19 0.31
C 0.59 -1.01 -1.66
N -3.31 -0.38 0.62
N 0.87 -0.07 -0.64
O -2.06 -0.80 0.07
H -0.16 1.00 1.55
H 0.29 2.60 0.76
H 2.72 1.75 0.84
H 2.14 0.85 2.19
H -0.66 1.16 -0.93
H -3.34 -0.25 1.63
H 2.86 -0.41 -0.35
H 1.85 -1.09 1.03
H 0.44 -0.56 -2.58
H 1.25 -1.95 -1.77
H -0.42 -1.43 -1.55
H -3.46 0.56 0.14
H -3.97 -1.11 0.37
```

The value obtained for the HOMO-LUMO gap is 0.3498 Eh. Its total charge is +1.

These are the natural (NBO) partial charges, in e, on atoms 1 to 8: C -0.48; C -0.40; C 0.33; C -0.22; C -0.47; N -0.41; N -0.25; O -0.76

=====

iii.
The ion C5H13N2O with charge +1. Source: the Open Molecules 2025 dataset; level of theory: the ωB97M-V functional and the def2-TZVPD basis.

Geometry as XYZ:
```
21
C5H13N2O the ωB97M-V functional and the def2-TZVPD basis
C -0.62 -1.95 -2.05
C -0.18 -0.56 -1.56
C 0.19 -0.58 -0.09
C 0.56 0.79 0.54
N -0.03 1.96 -0.14
C 0.08 0.92 2.00
N 0.53 0.02 2.86
O -0.65 1.86 2.27
H -0.55 -2.00 -3.13
H -1.65 -2.12 -1.74
H 0.02 -2.75 -1.65
H -1.03 0.08 -1.76
H 0.65 -0.23 -2.18
H -0.62 -1.04 0.50
H 1.04 -1.26 0.05
H 1.64 0.90 0.54
H -0.62 1.71 -0.93
H -0.61 2.48 0.54
H 0.69 2.60 -0.48
H 0.12 0.01 3.79
H 1.04 -0.81 2.62
```

The value obtained for the HOMO-LUMO gap is 0.4251 Eh. Its total charge is +1. As for the structure (SMILES): CCC[C@@H]([NH3+])C(N)=O.

These are the natural (NBO) partial charges, in e, on atoms 1 to 8: C -0.60; C -0.41; C -0.42; C -0.15; N -0.68; C 0.67; N -0.78; O -0.61

=====

Relative to the most stable one, in kcal/mol, the structures come out at i 23.8; ii 95.5; iii 0.0.

=====

i.
The ion C5H13N2O with charge +1. Source: the Open Molecules 2025 dataset; level of theory: the ωB97M-V functional and the def2-TZVPD basis.

Geometry as XYZ:
```
21
C5H13N2O the ωB97M-V functional and the def2-TZVPD basis
C -0.28 -0.97 -2.29
C -1.29 -0.63 -1.23
N -1.08 -1.17 0.08
C 0.09 -0.85 0.74
O 0.46 -1.34 1.79
C 0.69 0.60 0.51
C -0.43 1.54 0.96
N 1.91 0.70 1.43
H -0.12 -2.05 -2.34
H 0.75 -0.78 -1.94
H -0.44 -0.62 -3.32
H -2.31 -1.05 -1.61
H -1.46 0.47 -1.11
H -1.66 -1.94 0.39
H 0.96 0.72 -0.54
H -0.18 2.18 1.83
H -1.23 0.94 1.46
H -0.93 2.20 0.25
H 2.71 0.44 0.85
H 2.16 1.58 1.88
H 1.66 0.02 2.20
```

The value obtained for the HOMO-LUMO gap is 0.3921 Eh. Its total charge is +1. As for the structure (SMILES): CCNC(=O)[C@@H](C)[NH3+].

These are the natural (NBO) partial charges, in e, on atoms 1 to 8: C -0.64; C -0.24; N -0.60; C 0.68; O -0.61; C -0.15; C -0.67; N -0.70

=====

ii.
A cluster of 2 separate species, C5H13N2O in total. Source: the Open Molecules 2025 dataset; level of theory: the ωB97M-V functional and the def2-TZVPD basis.

Geometry as XYZ:
```
21
C5H13N2O the ωB97M-V functional and the def2-TZVPD basis
C 1.68 0.46 1.07
C 0.93 1.53 0.13
C -0.44 1.32 -0.29
C -1.02 1.30 -1.51
N -2.25 0.69 -1.70
C -3.39 1.09 -1.38
N 1.45 -0.93 0.25
H 2.76 0.66 1.29
H 0.89 0.20 1.94
H 1.13 2.48 0.66
H 1.44 1.71 -0.90
H -1.16 1.31 0.57
H -0.40 1.56 -2.41
H -3.62 2.15 -1.06
H -4.24 0.54 -1.55
H 0.87 -1.64 1.07
H 2.39 -1.40 0.20
H 1.02 -0.79 -0.71
H 0.67 -4.43 2.16
H 0.49 -4.18 0.67
O 0.79 -3.62 1.52
```

The value obtained for the HOMO-LUMO gap is 0.3177 Eh. Its total charge is +1.

These are the natural (NBO) partial charges, in e, on atoms 1 to 8: C -0.20; C -0.46; C -0.33; C 0.02; N -0.40; C 0.01; N -0.79; H 0.26

=====

iii.
A cluster of 2 separate species, C5H13N2O in total. Source: the Open Molecules 2025 dataset; level of theory: the ωB97M-V functional and the def2-TZVPD basis.

Geometry as XYZ:
```
21
C5H13N2O the ωB97M-V functional and the def2-TZVPD basis
C -0.81 -0.20 2.29
C -1.58 0.71 1.40
C -2.06 0.56 0.18
N -1.64 2.10 1.97
H -0.65 -1.16 1.81
H 0.18 0.21 2.50
H -1.31 -0.31 3.26
H -2.61 1.38 -0.28
H -1.96 -0.37 -0.34
H -1.69 2.07 3.00
H -2.46 2.62 1.66
H -0.80 2.63 1.71
C 1.16 -1.28 -2.35
N 0.85 -0.63 -1.17
C 1.99 -0.20 -0.36
O 2.24 -1.74 -2.59
H 0.30 -1.35 -3.04
H 0.12 0.05 -1.31
H 2.48 -1.08 0.04
H 1.64 0.40 0.46
H 2.74 0.31 -0.97
```

The value obtained for the HOMO-LUMO gap is 0.3147 Eh. Its total charge is +1.

These are the natural (NBO) partial charges, in e, on atoms 1 to 8: C -0.68; C 0.15; C -0.36; N -0.70; H 0.28; H 0.24; H 0.24; H 0.22

=====

Relative to the most stable one, in kcal/mol, the structures come out at i 0.0; ii 70.5; iii 15.8.

=====

i.
The ion C5H13N2O with charge +1. Source: the Open Molecules 2025 dataset; level of theory: the ωB97M-V functional and the def2-TZVPD basis.

Geometry as XYZ:
```
21
C5H13N2O the ωB97M-V functional and the def2-TZVPD basis
C -2.58 -1.12 -0.50
C -1.51 -0.07 -0.68
N -0.46 -0.50 -1.68
C -0.75 0.18 0.69
N 0.23 1.25 0.41
C 1.42 1.16 1.32
C 2.37 0.08 0.79
O 2.06 -0.79 0.03
H -2.20 -2.14 -0.37
H -3.33 -1.20 -1.30
H -3.09 -0.85 0.43
H -2.00 0.84 -1.04
H 0.46 -0.27 -1.22
H -0.56 -0.09 -2.60
H -0.56 -1.51 -1.65
H -0.29 -0.74 1.07
H -1.53 0.36 1.43
H -0.21 2.15 0.30
H 1.99 2.07 1.15
H 1.05 1.03 2.33
H 3.39 0.10 1.19
```

The value obtained for the HOMO-LUMO gap is 0.3893 Eh. Its total charge is +1. As for the structure (SMILES): C[C@H]([NH3+])CNCC=O.

These are the natural (NBO) partial charges, in e, on atoms 1 to 8: C -0.65; C -0.05; N -0.71; C -0.25; N -0.66; C -0.34; C 0.46; O -0.55

=====

ii.
The ion C5H13N2O with charge +1. Source: the Open Molecules 2025 dataset; level of theory: the ωB97M-V functional and the def2-TZVPD basis.

Geometry as XYZ:
```
21
C5H13N2O the ωB97M-V functional and the def2-TZVPD basis
N -0.27 2.08 -0.60
C 1.03 2.04 -0.54
N 1.75 0.97 -0.53
C 1.38 -0.47 -0.58
C 0.69 -0.95 0.71
C -0.40 -1.98 0.36
C -1.85 -1.51 0.64
O -1.89 -0.04 0.54
H -0.71 2.86 -1.07
H -0.86 1.24 -0.44
H 1.50 3.01 -0.51
H 2.72 1.12 -0.38
H 0.69 -0.53 -1.43
H 2.29 -0.99 -0.82
H 0.26 -0.05 1.17
H 1.35 -1.38 1.44
H -0.30 -2.31 -0.68
H -0.21 -2.94 0.81
H -2.61 -1.74 -0.09
H -2.07 -1.87 1.63
H -2.78 0.19 0.79
```

The value obtained for the HOMO-LUMO gap is 0.4152 Eh. Its total charge is +1. As for the structure (SMILES): N/C=[NH+]\CCCCO.

These are the natural (NBO) partial charges, in e, on atoms 1 to 8: N -0.74; C 0.39; N -0.49; C -0.22; C -0.43; C -0.44; C -0.06; O -0.78

=====

Relative to the most stable one, in kcal/mol, the structures come out at i 10.7; ii 0.0.

=====

i.
An isolated molecule of C4H10N2O2. Source: the Open Molecules 2025 dataset; level of theory: the ωB97M-V functional and the def2-TZVPD basis.

Geometry as XYZ:
```
18
C4H10N2O2 the ωB97M-V functional and the def2-TZVPD basis
C 0.26 -2.04 1.80
N 0.06 -1.17 0.60
C -0.06 -1.62 -0.57
N -0.45 -0.74 -1.47
O -0.93 0.40 -0.99
C 0.14 1.30 -1.05
C 0.14 2.26 0.20
O 0.68 1.53 1.28
H 0.51 -3.11 1.52
H 1.04 -1.71 2.49
H -0.51 -1.96 2.59
H 0.20 -2.65 -0.88
H -0.93 -1.00 -2.45
H 1.09 0.73 -1.02
H 0.01 1.86 -2.04
H -0.84 2.72 0.44
H 0.91 2.99 -0.20
H 0.36 0.67 1.00
```

The value obtained for the HOMO-LUMO gap is 0.3603 Eh. Its total charge is 0. As for the structure (SMILES): C/N=C/NOCCO.

These are the natural (NBO) partial charges, in e, on atoms 1 to 8: C -0.44; N -0.55; C 0.25; N -0.32; O -0.37; C -0.11; C -0.09; O -0.74

=====

ii.
A cluster of 2 separate species, C4H10N2O2 in total. Source: the Open Molecules 2025 dataset; level of theory: the ωB97M-V functional and the def2-TZVPD basis.

Geometry as XYZ:
```
18
C4H10N2O2 the ωB97M-V functional and the def2-TZVPD basis
C 1.00 0.43 1.50
C 0.71 0.04 -0.84
N 0.92 0.36 -2.21
C 1.33 0.81 0.19
O 0.66 -1.37 -0.67
H 1.44 -1.73 -1.10
H 1.09 1.35 -2.36
H 0.14 0.06 -2.78
H 1.51 1.86 -0.03
H -0.30 0.38 1.32
H 1.24 1.11 2.31
H 1.11 -0.62 1.77
N -2.02 -1.11 0.75
C -1.62 0.19 0.63
O -2.36 1.15 0.65
H -3.00 -1.33 0.74
H -1.35 -1.83 0.51
H -0.48 0.27 -0.37
```

The value obtained for the HOMO-LUMO gap is 0.3127 Eh. Its total charge is 0.

These are the natural (NBO) partial charges, in e, on atoms 1 to 8: C -0.56; C 0.26; N -0.84; C -0.22; O -0.74; H 0.49; H 0.38; H 0.38

=====

iii.
An isolated molecule of C4H10N2O2. Source: the Open Molecules 2025 dataset; level of theory: the ωB97M-V functional and the def2-TZVPD basis.

Geometry as XYZ:
```
18
C4H10N2O2 the ωB97M-V functional and the def2-TZVPD basis
C 0.94 -1.34 -1.55
C 0.15 -0.35 -0.70
N -0.09 0.76 -1.58
C 0.85 0.27 0.48
O 1.95 0.81 0.36
N 0.29 0.12 1.76
C -1.16 0.23 1.93
O -1.59 1.38 1.40
H 1.75 -0.82 -1.99
H 1.28 -2.31 -1.08
H 0.33 -1.85 -2.27
H -0.88 -0.86 -0.46
H -0.99 1.05 -1.50
H 0.71 0.93 -2.18
H 0.89 0.76 2.41
H -1.72 -0.64 1.44
H -1.28 0.33 3.09
H -1.45 1.54 0.45
```

The value obtained for the HOMO-LUMO gap is 0.3666 Eh. Its total charge is 0. As for the structure (SMILES): C[C@H](N)C(=O)NCO.

These are the natural (NBO) partial charges, in e, on atoms 1 to 8: C -0.61; C -0.16; N -0.88; C 0.67; O -0.61; N -0.66; C 0.10; O -0.73

=====

Relative to the most stable one, in kcal/mol, the structures come out at i 53.9; ii 37.0; iii 0.0.